[1]
The ion C11H12IN2S with charge +1, computed with ωB97M-V/def2-TZVPD.

Output
Relative energy (zero: lowest compared OMol25 entry of this formula, charge and spin) in kJ/mol: 135.0
2S+1: 1
LUMO in eV: -3.46
Charge: +1
Gap between HOMO and LUMO in hartree: 0.3290

Each line ends with the Löwdin charge.
CARTESIAN COORDINATES (ANGSTROEM)
1 C 2.990 0.331 1.741  -0.093
2 C 3.139 1.542 1.148  -0.057
3 C 1.994 -0.560 1.442  -0.008
4 C 2.183 2.003 0.252  0.028
5 C 0.928 -0.078 0.659  -0.113
6 C 0.972 1.280 0.208  -0.129
7 C -0.880 0.372 -0.546  -0.489
8 C -2.368 -1.772 -0.415  -0.465
9 C -0.873 -1.861 0.253  -0.603
10 C -2.693 -2.725 -1.588  -0.082
11 C -0.458 2.857 -1.052  0.051
12 N -0.227 -0.595 0.050  -0.070
13 N -0.152 1.521 -0.536  -0.017
14 S -2.470 -0.004 -1.143  1.072
15 I -1.026 -2.419 2.356  0.916
16 H 3.566 0.013 2.551  0.105
17 H 4.058 2.123 1.488  0.151
18 H 2.075 -1.467 1.994  0.090
19 H 2.260 2.990 -0.136  0.105
20 H -3.015 -1.696 0.392  0.031
21 H -0.165 -2.673 -0.077  0.106
22 H -1.998 -2.765 -2.364  0.071
23 H -3.550 -2.333 -2.022  0.052
24 H -2.821 -3.737 -1.359  0.076
25 H -1.120 2.845 -1.839  0.077
26 H -0.826 3.535 -0.251  0.132
27 H 0.479 3.273 -1.207  0.064

[2]
A structure of composition C11H12IrN3O5S4, computed with ωB97M-V/def2-TZVPD.

Output
Relative energy (zero: lowest compared OMol25 entry of this formula, charge and spin) in kJ/mol: 0.0
2S+1: 1
LUMO (spin up / spin down) in eV: -2.57 / -2.79
Gap between HOMO and LUMO (spin up / spin down) in hartree: 0.1959 / 0.1875

Each line ends with the Löwdin charge.
CARTESIAN COORDINATES (ANGSTROEM)
1 Ir 0.289 -0.029 0.381  1.163
2 O -0.546 0.494 2.523  -0.351
3 S 0.167 1.713 2.056  0.276
4 O 0.130 2.826 2.940  -0.227
5 O 1.552 1.228 1.671  -0.452
6 O -0.457 1.999 0.694  -0.377
7 S 6.449 -0.380 1.468  0.622
8 C 5.155 -0.784 0.511  -1.056
9 S 3.829 0.311 0.209  1.006
10 C 3.051 -0.998 -0.709  -1.067
11 N 3.766 -2.070 -0.755  0.006
12 N 4.914 -1.982 -0.086  -0.151
13 C 5.674 -3.164 0.049  -0.201
14 C 4.995 -4.379 -0.008  -0.019
15 C 5.686 -5.561 0.171  -0.082
16 C 7.052 -5.543 0.412  -0.090
17 C 7.733 -4.337 0.413  -0.074
18 C 7.053 -3.145 0.228  -0.060
19 S 1.546 -0.841 -1.510  0.607
20 H 3.932 -4.377 -0.182  0.104
21 H 5.153 -6.498 0.127  0.102
22 H 7.582 -6.464 0.602  0.101
23 H 8.804 -4.316 0.552  0.106
24 H 7.593 -2.212 0.217  0.051
25 C -4.012 -0.313 2.000  -0.023
26 N -3.002 -0.705 1.050  -0.168
27 C -2.978 0.036 -0.189  -0.028
28 C -2.005 -1.505 1.382  -0.318
29 O -1.042 -1.792 0.652  -0.140
30 H -4.974 -0.222 1.494  0.100
31 H -3.746 0.648 2.446  0.106
32 H -4.103 -1.050 2.795  0.099
33 H -3.823 -0.249 -0.815  0.107
34 H -2.048 -0.172 -0.725  0.062
35 H -3.018 1.105 0.015  0.102
36 H -2.095 -1.982 2.366  0.163

[3]
The molecule C11H12N2O, computed with ωB97M-V/def2-TZVPD.

Output
Relative energy (zero: lowest compared OMol25 entry of this formula, charge and spin) in kJ/mol: 483.6
2S+1: 1
LUMO in eV: 0.20
Gap between HOMO and LUMO in hartree: 0.3520
SMILES: C#Cc1cc(OC)nc(CC2CC2)n1

Each line ends with the Löwdin charge.
CARTESIAN COORDINATES (ANGSTROEM)
1 C -1.494 0.799 -3.774  0.129
2 C -0.949 1.117 -2.784  -0.049
3 C -0.284 1.338 -1.505  -0.286
4 C 0.770 2.245 -1.366  0.059
5 C 1.180 2.382 -0.065  -0.301
6 O 2.303 3.200 -0.071  -0.099
7 C 2.718 3.761 1.125  -0.116
8 N 0.659 1.789 1.030  0.213
9 C -0.093 0.691 0.652  -0.341
10 C -0.479 -0.297 1.682  -0.122
11 C 0.295 -1.624 1.485  -0.288
12 C -0.209 -2.793 2.406  -0.096
13 C 1.218 -2.122 2.595  -0.100
14 N -0.673 0.621 -0.496  0.164
15 H -1.721 0.614 -4.786  0.030
16 H 1.224 2.785 -2.213  0.142
17 H 2.576 4.861 0.978  0.095
18 H 2.164 3.329 2.010  0.089
19 H 3.857 3.551 1.295  0.116
20 H -1.574 -0.410 1.598  0.123
21 H -0.285 0.088 2.737  0.136
22 H 0.528 -1.774 0.391  0.144
23 H -0.912 -2.449 3.224  0.105
24 H -0.341 -3.797 1.951  0.094
25 H 2.002 -2.795 2.342  0.080
26 H 1.279 -1.354 3.320  0.076

[4]
A structure of composition C11H12N3, computed with ωB97M-V/def2-TZVPD.

Output
Relative energy (zero: lowest compared OMol25 entry of this formula, charge and spin) in kJ/mol: 605.3
2S+1: 1
LUMO in eV: -4.97
Charge: +1
Gap between HOMO and LUMO in hartree: 0.2801

Each line ends with the Löwdin charge.
CARTESIAN COORDINATES (ANGSTROEM)
1 C -0.972 -1.165 -2.985  -0.035
2 C -2.220 -1.427 -2.570  -0.021
3 C -0.092 -0.486 -2.102  0.010
4 C -2.576 -1.096 -1.220  -0.050
5 C 2.382 1.159 1.289  0.118
6 C -0.569 -0.107 -0.874  -0.308
7 C 1.581 0.555 0.246  -0.213
8 C 1.576 -0.923 1.644  -0.265
9 C 0.270 -0.988 1.993  0.125
10 C 0.295 0.829 -0.026  -0.170
11 C -0.394 2.091 0.157  -0.016
12 N -1.726 -0.472 -0.403  0.112
13 N 1.773 -0.880 0.237  0.088
14 N 2.460 0.169 2.187  0.158
15 H -0.505 -1.671 -3.752  0.096
16 H -2.914 -1.745 -3.211  0.072
17 H 0.892 -0.022 -2.465  0.153
18 H -3.563 -1.282 -0.892  0.103
19 H 2.627 2.143 1.554  0.138
20 H -0.498 -1.629 1.506  0.101
21 H 0.132 -1.011 3.125  0.109
22 H 0.262 2.969 0.458  0.116
23 H -1.394 1.974 0.648  0.124
24 H -0.719 2.455 -0.820  0.106
25 H 2.628 -1.272 -0.044  0.123
26 H 2.835 0.123 3.207  0.226

[5]
The ion C11H12N3O2S with charge +1, computed with ωB97M-V/def2-TZVPD.

Output
Relative energy (zero: lowest compared OMol25 entry of this formula, charge and spin) in kJ/mol: 0.0
2S+1: 1
LUMO in eV: -4.52
Charge: +1
Gap between HOMO and LUMO in hartree: 0.3329
SMILES: Cc1cccc[n+]1-c1ccncc1S(N)(=O)=O

Each line ends with the Löwdin charge.
CARTESIAN COORDINATES (ANGSTROEM)
1 C -0.354 -0.686 2.262  0.045
2 C -0.580 -1.235 0.832  -0.139
3 C -0.827 -2.645 0.626  0.027
4 C -1.032 -3.186 -0.642  0.019
5 C -0.870 -2.258 -1.736  -0.031
6 C -0.701 -0.946 -1.524  -0.022
7 N -0.497 -0.482 -0.245  -0.001
8 C -0.395 0.864 -0.012  -0.227
9 C -1.644 1.551 0.187  0.044
10 C -1.615 2.906 0.236  -0.160
11 N -0.558 3.617 0.139  0.122
12 C 0.623 2.988 0.010  -0.060
13 C 0.744 1.624 -0.115  -0.205
14 S 2.392 1.063 -0.360  0.648
15 N 2.280 -0.353 -1.195  -0.074
16 O 2.864 0.731 1.009  -0.305
17 O 3.112 2.004 -1.193  -0.268
18 H -1.256 -0.891 2.839  0.109
19 H -0.040 0.335 2.343  0.084
20 H 0.388 -1.233 2.795  0.092
21 H -0.927 -3.373 1.481  0.149
22 H -1.279 -4.279 -0.778  0.148
23 H -0.950 -2.520 -2.828  0.145
24 H -0.747 -0.342 -2.495  0.189
25 H -2.683 1.115 0.273  0.157
26 H -2.581 3.365 0.511  0.137
27 H 1.532 3.618 0.011  0.146
28 H 2.968 -0.242 -1.949  0.089
29 H 2.636 -1.111 -0.483  0.142

[6]
The molecule C11H12NP, computed with ωB97M-V/def2-TZVPD.

Output
Relative energy (zero: lowest compared OMol25 entry of this formula, charge and spin) in kJ/mol: 59.0
2S+1: 1
LUMO in eV: -0.24
Gap between HOMO and LUMO in hartree: 0.2752
SMILES: CC1=C(C)C(c2ccccn2)=PC1

Each line ends with the Löwdin charge.
CARTESIAN COORDINATES (ANGSTROEM)
1 C -3.759 -0.235 0.243  -0.071
2 C -2.383 0.109 -0.081  -0.348
3 C -1.175 -0.530 -0.018  -0.233
4 C -0.815 -1.873 0.550  -0.032
5 C -0.029 0.349 -0.426  -0.393
6 C 1.378 0.163 -0.277  -0.317
7 C 2.199 1.278 0.146  -0.072
8 C 3.543 1.124 0.393  -0.075
9 C 4.097 -0.112 0.091  -0.083
10 C 3.273 -1.117 -0.357  -0.155
11 N 1.963 -1.029 -0.581  0.100
12 P -0.483 1.949 -0.828  1.043
13 C -2.324 1.484 -0.665  -0.375
14 H -4.135 0.333 1.060  0.068
15 H -3.844 -1.339 0.270  0.089
16 H -4.517 0.205 -0.513  0.110
17 H 0.110 -2.130 0.110  0.036
18 H -1.636 -2.576 0.322  0.088
19 H -0.698 -1.716 1.603  0.083
20 H 1.829 2.276 0.213  0.047
21 H 4.138 1.977 0.736  0.115
22 H 5.155 -0.155 0.166  0.091
23 H 3.671 -2.117 -0.654  0.118
24 H -2.908 1.505 -1.607  0.096
25 H -2.649 2.177 0.104  0.070

Max |F| readings, ordered: 0.0774; 0.0491; 0.0777; 0.1076; 0.0929; 0.0602 hartree/bohr